No. 1
{
  "formula": "C15H7Cl2N2O2",
  "method": "the ωB97M-V functional and the def2-TZVPD basis",
  "symbols": ["Cl", "C", "C", "C", "O", "C", "Cl", "C", "C", "O", "H", "H", "C", "C", "N", "C", "C", "C", "C", "C", "C", "C", "N", "H", "H", "H", "H", "H"],
  "coordinates": [[3.5568, 1.5734, -2.4415], [1.8589, 1.3930, -2.4492], [1.0279, 2.4560, -2.4647], [-0.4384, 2.3279, -2.4676], [-1.1814, 3.3086, -2.4279], [-0.9566, 0.9111, -2.5150], [-2.6509, 0.7340, -2.5661], [-0.1248, -0.1523, -2.5104], [1.3378, -0.0234, -2.4314], [2.0784, -1.0047, -2.3414], [1.4515, 3.4566, -2.4638], [-0.5479, -1.1531, -2.5483], [-0.8679, -2.1371, 0.6123], [-2.1570, -2.1278, 0.0566], [-3.2198, -2.1343, -0.4422], [-0.4466, -1.1168, 1.5395], [0.9192, -1.0207, 1.9214], [1.3073, -0.0704, 2.8610], [0.3589, 0.7887, 3.4359], [-0.9857, 0.7178, 3.0435], [-1.3938, -0.2121, 2.0911], [-0.0445, -3.2422, 0.3307], [0.6120, -4.1876, 0.0963], [1.6504, -1.6912, 1.4589], [2.3538, -0.0054, 3.1546], [0.6674, 1.5118, 4.1928], [-1.7221, 1.3857, 3.4878], [-2.4426, -0.2858, 1.7870]],
  "lowdin_charge": [0.741, -0.580, -0.018, -0.387, 0.072, -0.580, 0.756, -0.005, -0.378, 0.089, 0.119, 0.127, -0.289, -0.299, 0.084, -0.219, -0.054, -0.121, -0.143, -0.120, -0.052, -0.287, 0.083, 0.102, 0.089, 0.080, 0.089, 0.100],
  "e_above_lowest_kcal_mol": 1.5,
  "homo_lumo_gap_ev": 3.83,
  "total_charge": -1,
  "homo_ev": -3.469,
  "lumo_energy_ev": 0.4
}

---

No. 2
{
  "formula": "C15H7F6N2O2S2",
  "method": "the ωB97M-V functional and the def2-TZVPD basis",
  "symbols": ["O", "N", "O", "C", "C", "C", "C", "N", "C", "S", "C", "C", "H", "H", "H", "H", "F", "C", "F", "F", "C", "C", "C", "C", "F", "F", "F", "C", "C", "S", "C", "H", "H", "H"],
  "coordinates": [[-7.6116, 0.8658, 0.1244], [-7.2947, -0.3475, 0.1248], [-8.1442, -1.2689, 0.1239], [-5.9095, -0.6885, 0.1255], [-5.5123, -2.0423, 0.1205], [-4.1665, -2.3607, 0.1087], [-3.1843, -1.3414, 0.0926], [-1.8493, -1.7042, 0.0456], [-0.7908, -1.0861, 0.0439], [0.5958, -0.4011, 0.0373], [-3.5956, 0.0134, 0.1128], [-4.9467, 0.3379, 0.1240], [-6.2722, -2.8162, 0.1223], [-3.8247, -3.3957, 0.1052], [-2.8435, 0.8029, 0.1134], [-5.2853, 1.3676, 0.1284], [3.9147, 1.8837, -3.4870], [4.5174, 2.1658, -2.2931], [5.8703, 2.2037, -2.5225], [4.1390, 3.4331, -1.9398], [4.1679, 1.1524, -1.2309], [4.1258, 1.5615, 0.1037], [3.8327, 0.6258, 1.0984], [3.7539, 1.0596, 2.5418], [2.8320, 0.3239, 3.2375], [4.9578, 0.9008, 3.1800], [3.4003, 2.3735, 2.6719], [3.6097, -0.6961, 0.7828], [3.4689, -1.0777, -0.5826], [2.5159, -2.4041, -0.9518], [3.9191, -0.1634, -1.5765], [4.3048, 2.5992, 0.3650], [3.3637, -1.4036, 1.5618], [3.9415, -0.4732, -2.6120]],
  "lowdin_charge": [0.033, -0.329, 0.035, -0.174, 0.003, -0.010, -0.247, 0.073, -0.711, 0.856, 0.000, 0.007, 0.115, 0.116, 0.115, 0.116, 0.108, -0.516, 0.105, 0.102, -0.143, 0.004, -0.164, -0.515, 0.102, 0.106, 0.106, -0.133, -0.868, 0.442, -0.065, 0.119, 0.105, 0.106],
  "e_above_lowest_kcal_mol": 0.0,
  "homo_lumo_gap_ev": 4.72,
  "total_charge": -1,
  "homo_ev": -3.819,
  "lumo_energy_ev": 0.9
}

---

No. 3
{
  "formula": "C15H8ClN3O",
  "method": "the ωB97M-V functional and the def2-TZVPD basis",
  "symbols": ["O", "Cl", "N", "N", "C", "C", "C", "C", "C", "C", "C", "C", "C", "C", "C", "C", "C", "C", "C", "N", "H", "H", "H", "H", "H", "H", "H", "H"],
  "coordinates": [[-2.6262, -0.9352, 2.1705], [1.3608, -4.1411, 2.0766], [-0.0719, -1.9991, 1.7702], [-0.2003, 0.7853, -0.5191], [-1.8332, -0.4234, 1.4262], [1.0636, -2.5323, 1.4053], [0.1494, -0.3969, 0.0046], [-2.6749, 3.3164, -0.5416], [-3.5901, 2.8226, 0.4770], [3.8475, -1.9066, -1.0819], [3.2206, -0.9537, -1.8461], [-1.5776, 2.6284, -0.9001], [-3.3221, 1.5726, 1.0309], [3.2053, -2.2689, 0.0585], [2.0091, -0.3985, -1.5297], [-1.3002, 1.4454, -0.1438], [-2.1296, 0.8654, 0.7508], [1.8739, -2.0544, 0.2061], [1.2743, -1.0222, -0.5006], [-0.5497, -0.9364, 1.1484], [-2.7567, 4.2926, -0.9910], [-4.4364, 3.3865, 0.7799], [4.8904, -2.2771, -1.1908], [3.7600, -0.4537, -2.6173], [-0.9288, 3.0192, -1.6931], [-4.0230, 1.1063, 1.6149], [3.7585, -2.9430, 0.7601], [1.6073, 0.4018, -2.1251]],
  "lowdin_charge": [0.113, 0.663, 0.093, 0.157, -0.339, -0.560, -0.134, -0.076, -0.029, -0.062, -0.071, -0.017, 0.000, -0.068, 0.015, -0.256, -0.073, -0.152, -0.118, 0.042, 0.099, 0.087, 0.131, 0.104, 0.121, 0.086, 0.130, 0.116],
  "e_above_lowest_kcal_mol": 29.1,
  "homo_lumo_gap_ev": 7.47,
  "smiles": "O=c1c2ccccc2nc2c3ccccc3c(Cl)nn12",
  "homo_ev": -8.179,
  "lumo_energy_ev": -0.7
}

---

No. 4
{
  "formula": "C15H8FeN2S5",
  "method": "the ωB97M-V functional and the def2-TZVPD basis",
  "symbols": ["Fe", "S", "C", "S", "C", "C", "S", "S", "S", "C", "C", "N", "C", "C", "C", "C", "C", "C", "C", "C", "C", "N", "C", "H", "H", "H", "H", "H", "H", "H", "H"],
  "coordinates": [[-1.9854, -0.3138, 0.5104], [-0.1435, -4.8292, 4.6862], [-0.9173, -3.6791, 3.8132], [-0.8550, -1.9879, 4.1674], [-1.8887, -1.4083, 2.8727], [-2.3845, -2.3654, 2.0494], [-3.3490, -2.1460, 0.5907], [-1.8979, -4.0110, 2.4251], [-2.0579, 0.3361, 2.7236], [-1.5214, 3.5287, -1.7584], [-2.0843, 2.4423, -1.0812], [-1.3930, 1.3689, -0.7516], [-0.0808, 1.3198, -1.0758], [0.5715, 2.3610, -1.7449], [-0.1929, 3.4883, -2.0893], [1.9711, 2.2404, -2.0447], [2.6658, 1.1406, -1.6913], [2.0258, 0.0520, -1.0068], [2.6970, -1.1183, -0.6106], [2.0089, -2.1108, 0.0376], [0.6439, -1.9320, 0.2931], [-0.0013, -0.8403, -0.0664], [0.6654, 0.1412, -0.7049], [-2.1381, 4.3809, -2.0056], [-3.1277, 2.4448, -0.7915], [0.2756, 4.3136, -2.6113], [2.4589, 3.0581, -2.5602], [3.7214, 1.0599, -1.9183], [3.7545, -1.2249, -0.8195], [2.4982, -3.0190, 0.3584], [0.0610, -2.6906, 0.8046]],
  "lowdin_charge": [0.298, 0.516, -1.530, 0.877, -1.169, -1.174, 0.502, 0.866, 0.500, -0.028, -0.088, 0.043, -0.132, -0.135, 0.009, -0.013, -0.010, -0.134, 0.012, -0.009, -0.062, 0.054, -0.135, 0.113, 0.123, 0.124, 0.119, 0.120, 0.124, 0.118, 0.100],
  "homo_lumo_gap_ev": [5.67, 5.88],
  "homo_ev": [-6.811, -7.136],
  "s_squared": 6.019,
  "multiplicity": 5,
  "lumo_energy_ev": [-1.1, -1.3]
}

---

No. 5
{
  "formula": "C15H9F3IrS3Sb",
  "method": "the ωB97M-V functional and the def2-TZVPD basis",
  "symbols": ["Ir", "S", "Sb", "S", "S", "F", "C", "F", "F", "C", "C", "C", "C", "C", "C", "C", "C", "H", "H", "H", "H", "C", "C", "C", "C", "C", "C", "H", "H", "H", "H", "H"],
  "coordinates": [[0.2488, -0.2654, 2.9845], [0.0757, -4.2552, 2.1423], [0.4012, -3.2554, 4.0816], [-1.2598, -1.1665, 4.2212], [2.0405, -1.2466, 3.7184], [-0.3923, -3.6616, -5.7337], [-0.3393, -2.3340, -5.5543], [-1.4307, -1.8083, -6.1440], [0.7244, -1.8803, -6.2451], [-0.2586, -1.9495, -4.1039], [-0.1833, -0.5983, -3.7848], [-0.1117, -0.2099, -2.4620], [-0.1124, -1.1733, -1.4491], [-0.1860, -2.5268, -1.7802], [-0.2603, -2.9134, -3.1083], [-0.0347, -0.7907, -0.0745], [0.0542, -0.4973, 1.0977], [-0.1811, 0.1433, -4.5728], [-0.0512, 0.8373, -2.1989], [-0.1824, -3.2623, -0.9868], [-0.3178, -3.9609, -3.3674], [0.1042, 4.5027, 3.0808], [-0.5389, 3.8222, 2.0571], [-0.4709, 2.4380, 1.9832], [0.2340, 1.7318, 2.9594], [0.8751, 2.4155, 3.9929], [0.8136, 3.7997, 4.0448], [0.0541, 5.5827, 3.1271], [-1.0915, 4.3697, 1.3046], [-0.9610, 1.9153, 1.1742], [1.4207, 1.8697, 4.7522], [1.3173, 4.3277, 4.8439]],
  "lowdin_charge": [0.674, -0.241, 0.349, -0.008, -0.027, 0.139, -0.586, 0.141, 0.141, -0.118, -0.005, -0.009, -0.234, 0.002, 0.006, -0.072, -0.264, 0.127, 0.119, 0.099, 0.122, -0.082, -0.081, -0.111, -0.368, -0.120, -0.084, 0.105, 0.106, 0.085, 0.088, 0.106],
  "homo_lumo_gap_ev": 6.20,
  "homo_ev": -8.468,
  "lumo_energy_ev": -2.3
}